{
  "formula": "CHFO",
  "method": "wB97M-V/def2-TZVPD",
  "elements": ["O", "C", "F", "H"],
  "positions_angstrom": [[-1.4144, 0.2231, -1.4460], [-0.7770, -0.3194, -0.4389], [-1.1768, -1.4145, 0.2595], [0.0578, 0.0262, 0.0923]],
  "gap_ev": 12.11,
  "de_lowest_kj_mol": 15.3,
  "mol_weight_da": 48.0,
  "smiles": "O=CF",
  "total_energy_ev": -5817.23725,
  "lumo_ev": 0.240,
  "largest_force_ev_per_a": 8.7
}